(1)
The following is a quantum chemistry calculation of a 10-piece molecular cluster, C24H72N4O10 overall at a distorted geometry, from the OMol25 dataset.

Values from the calculation:
energy relative to the best compared isomer or geometry (same formula, charge and spin)	0.826	eV
SMILES	COC[C@H](C)N.COC[C@H](C)N.COC[C@H](C)N.COC[C@H](C)N.CCO.CCO.CO.CO.CO.CO
charge	0

The geometry in XYZ format:
```
110
C24H72N4O10, DFT the ωB97M-V functional and the def2-TZVPD basis
C 2.1141 2.2903 -2.9841
O 2.1700 3.0861 -1.8256
C 2.2632 4.4533 -2.0517
C 2.1322 5.1915 -0.7696
C 0.6973 5.1058 -0.2494
N 2.5441 6.5900 -1.0178
H 2.2289 1.2360 -2.6752
H 2.9442 2.4804 -3.6273
H 1.1200 2.3142 -3.4983
H 3.2936 4.7332 -2.5663
H 1.4201 4.8283 -2.6849
H 2.7847 4.6435 -0.0371
H 0.3668 4.0544 -0.1211
H 0.0971 5.6301 -1.0075
H 0.5621 5.6523 0.6601
H 3.4389 6.5999 -1.4891
H 2.7527 7.1813 -0.1861
C -1.1937 2.4059 3.2626
O -2.6436 2.3779 3.0124
C -2.9312 2.9439 1.6950
C -4.3105 2.5302 1.3902
C -5.3629 3.4433 2.0895
N -4.6223 1.1024 1.5787
H -0.7853 3.3086 2.9064
H -0.6675 1.6303 2.6939
H -1.0433 2.2346 4.3041
H -2.9428 4.0582 1.7796
H -2.2974 2.5208 0.9492
H -4.3097 2.5993 0.2969
H -4.9495 4.3304 2.6063
H -6.0328 2.8710 2.8177
H -6.0791 3.8922 1.4088
H -4.9001 1.0219 2.5482
H -5.4720 0.9424 1.0588
C 1.5481 -0.3907 6.0332
O 1.7509 -0.3735 4.6793
C 2.3276 -1.6373 4.3090
C 2.3505 -1.7380 2.7557
C 2.8022 -3.0237 2.1918
N 3.1732 -0.6138 2.1664
H 0.7930 -1.1728 6.3013
H 1.1021 0.5658 6.3090
H 2.4654 -0.6453 6.6581
H 3.3485 -1.6343 4.6493
H 1.8202 -2.5124 4.7291
H 1.3752 -1.4603 2.4011
H 3.7334 -3.3207 2.6693
H 2.9048 -2.8571 1.1533
H 2.2136 -3.8721 2.2704
H 4.1445 -0.7883 2.4571
H 2.7813 0.1703 2.7388
C 1.0597 -6.0791 -2.1763
O 0.9109 -4.7828 -2.7650
C 2.1713 -4.2467 -3.0476
C 2.0278 -2.8585 -3.5275
C 3.2838 -2.2590 -4.1254
N 1.4986 -1.9208 -2.6209
H 1.8936 -6.2804 -1.5136
H 1.3613 -6.8545 -2.9079
H 0.1300 -6.3953 -1.6935
H 2.8108 -4.2875 -2.1847
H 2.6704 -4.8775 -3.8323
H 1.3539 -2.9527 -4.4185
H 3.6094 -2.9386 -4.9547
H 4.0695 -2.0468 -3.3783
H 2.9919 -1.3277 -4.5356
H 0.7812 -2.2346 -1.9718
H 2.2245 -1.3974 -2.0410
C -1.6027 -2.0935 4.3567
C -1.7150 -0.6678 3.7985
O -2.3653 -0.7622 2.5233
H -2.5469 -2.5983 4.1821
H -1.2961 -2.1504 5.4128
H -0.8738 -2.6814 3.7143
H -0.7209 -0.2049 3.6637
H -2.3321 0.0439 4.4234
H -2.7777 0.0808 2.2497
C 0.0409 -0.2005 0.0836
C -0.7888 0.2297 -1.1000
O -1.4924 -0.9110 -1.6332
H 0.8736 -0.9061 -0.1051
H -0.5235 -0.6692 0.8617
H 0.5836 0.6626 0.5131
H -0.1727 0.5959 -1.9845
H -1.5919 0.8644 -0.7296
H -2.0233 -1.3820 -1.0048
C -0.6644 -0.9816 -5.1408
O 0.2105 -0.0661 -4.5102
H -0.3044 -1.1735 -6.1556
H -0.7139 -1.8524 -4.5178
H -1.6420 -0.5147 -5.1139
H 0.7856 -0.5749 -3.8886
C -4.4778 -2.4247 -0.2754
O -3.1928 -2.3803 0.2653
H -5.1797 -3.1865 0.2069
H -4.9939 -1.4787 -0.2524
H -4.2612 -2.7253 -1.2948
H -3.1773 -1.9657 1.1302
C 4.8071 -0.4393 -1.1161
O 3.4196 -0.5412 -0.8796
H 5.3640 -1.2891 -0.7250
H 4.8793 -0.4788 -2.2272
H 5.2188 0.5654 -0.7212
H 3.3601 -0.3716 0.0735
C -4.5722 0.8567 -2.8389
O -4.0500 -0.4386 -3.2120
H -4.6744 0.8695 -1.7626
H -3.9043 1.6365 -3.2016
H -5.6597 1.0396 -3.1721
H -3.1216 -0.5749 -2.9406
```

Löwdin atomic charge list, values in e, 99 entries: C -0.1030; O -0.1877; C -0.2695; C -0.4677; C -0.0632; N 0.0257; H 0.0735; H 0.0768; H 0.0995; H 0.1575; H 0.1387; H 0.1453; H 0.0802; H 0.0828; H 0.0568; H 0.0520; H 0.0866; C -0.0655; O -0.1949; C -0.1914; C -0.4311; C -0.0465; N 0.0542; H 0.0666; H 0.0719; H 0.0797; H 0.1416; H 0.1036; H 0.1311; H 0.0758; H 0.0951; H 0.0609; H 0.0741; H 0.0763; C -0.1589; O -0.2018; C -0.1753; C -0.4069; C -0.0487; N 0.0478; H 0.0847; H 0.0903; H 0.1110; H 0.1178; H 0.1295; H 0.1111; H 0.0920; H 0.0667; H 0.0603; H 0.0885; H 0.0930; C -0.1132; O -0.1517; C -0.2481; C -0.4855; C -0.0392; N 0.0615; H 0.0725; H 0.0860; H 0.0895; H 0.1197; H 0.1419; H 0.1428; H 0.1006; H 0.0683; H 0.0616; H 0.0834; H 0.0767; C -0.0695; C -0.3017; O -0.1324; H 0.0672; H 0.0667; H 0.0895; H 0.0766; H 0.1281; H 0.0475; C -0.0852; C -0.2445; O -0.1063; H 0.0588; H 0.0456; H 0.0817; H 0.1187; H 0.0959; H 0.0320; C -0.1541; O -0.1744; H 0.0779; H 0.0628; H 0.0685; H 0.0222; C -0.1612; O -0.1268; H 0.0969; H 0.0567; H 0.0799; H 0.0429; C -0.1591

***

(2)
The following is a quantum chemistry calculation of a 13-piece molecular cluster, C49H84F3N5O19S5 overall at a distorted geometry, from the OMol25 dataset.

Values from the calculation:
charge	0

The geometry in XYZ format:
```
165
C49H84F3N5O19S5, DFT the ωB97M-V functional and the def2-TZVPD basis
C -5.6224 -4.1181 -1.1722
C -4.5602 -4.6004 -0.1390
C -4.9550 -5.9396 0.5673
C -5.0573 -7.1429 -0.2849
N -4.9491 -8.0797 -0.9436
H -6.5499 -3.8677 -0.6628
H -5.8704 -4.8400 -1.9260
H -5.3388 -3.1421 -1.7243
H -4.4492 -3.8131 0.6718
H -3.5311 -4.5743 -0.5127
H -5.8922 -5.7725 1.0707
H -4.1870 -6.1840 1.3751
C 5.3703 4.7494 -1.1696
C 5.3933 3.2077 -1.3384
C 4.2420 2.7091 -2.2571
C 4.3250 3.3465 -3.6215
N 4.5440 3.9156 -4.6132
H 6.0978 5.0008 -0.3838
H 4.4042 4.9233 -0.7891
H 5.6336 5.3891 -2.0454
H 5.1983 2.6973 -0.4416
H 6.3488 2.8243 -1.7134
H 3.2440 2.9680 -1.7994
H 4.2093 1.6263 -2.4541
C -3.6965 0.3842 -2.7987
C -3.7649 1.8434 -2.3482
C -4.2911 2.7067 -3.5142
C -4.1939 4.1588 -3.2857
N -3.8943 5.2132 -3.0727
H -2.8653 0.2201 -3.4978
H -4.6375 0.0391 -3.2446
H -3.5502 -0.3018 -1.9781
H -2.7469 2.1545 -2.1011
H -4.2694 2.0562 -1.3882
H -5.3001 2.4298 -3.7261
H -3.7317 2.4482 -4.4365
C 0.0878 7.2109 -4.3537
C -0.6216 5.8521 -4.4355
C 0.3245 4.8252 -4.1143
C -0.2509 3.4623 -4.0625
N -0.7639 2.4542 -4.1516
H 0.8824 7.1141 -5.1405
H 0.5697 7.3777 -3.4195
H -0.6551 7.9923 -4.6496
H -0.9387 5.8712 -5.4729
H -1.5705 5.8897 -3.7627
H 0.7120 5.0344 -3.1202
H 1.1968 4.8631 -4.7558
C -3.4355 3.8459 0.7904
C -3.3158 5.3403 0.7613
C -1.8863 5.6712 1.1679
C -0.8477 4.9588 0.4235
N 0.0630 4.4100 -0.0938
H -2.8881 3.4082 -0.0790
H -4.4997 3.4153 0.8014
H -3.0933 3.4482 1.7428
H -4.0572 5.8026 1.3932
H -3.4965 5.7987 -0.2164
H -1.6540 5.4290 2.2053
H -1.6965 6.7318 0.9236
C 1.1139 0.0032 0.9137
C 0.5216 1.1722 0.1766
O -0.7487 0.7561 -0.1927
C -0.9468 -0.5549 0.1157
O -1.9665 -1.1420 -0.0368
O 0.2249 -0.9942 0.6517
F 1.1997 1.2595 -1.0356
H 1.4027 0.2305 1.9315
H 1.9855 -0.1624 0.2739
H 0.4771 2.0841 0.7733
C -0.2200 -2.4914 5.2022
C 0.1998 -1.6434 4.0262
O 1.3290 -2.2528 3.5409
C 1.8409 -3.1380 4.4903
O 2.8660 -3.7673 4.3756
O 1.0208 -3.1514 5.5202
F 0.5301 -0.3834 4.5220
H -1.0292 -3.1968 4.9498
H -0.5003 -1.7682 5.9804
H -0.4494 -1.4438 3.1833
C 4.2130 -2.2858 -4.2013
C 5.0416 -3.1345 -3.2777
O 4.5860 -2.6996 -2.0340
C 3.9785 -1.5396 -2.0824
O 3.5947 -0.8700 -1.1379
O 3.9307 -1.1290 -3.3659
F 6.3654 -3.0111 -3.3702
H 3.2500 -2.7305 -4.4061
H 4.7536 -1.9769 -5.1105
H 4.8427 -4.1861 -3.4083
C -5.5212 -1.1476 2.7590
C -4.7918 -0.2584 1.6877
C -3.4207 0.0757 2.1813
S -3.6001 0.3749 3.9403
O -3.7757 1.7841 4.2639
O -2.5918 -0.4410 4.6125
C -5.2551 -0.4093 4.1030
H -5.1188 -2.1878 2.7518
H -6.5600 -1.1839 2.5440
H -5.2837 0.7207 1.5730
H -4.7830 -0.7118 0.6551
H -2.9704 1.0127 1.7485
H -2.7055 -0.7527 2.0196
H -5.9716 0.3817 4.2171
H -5.3419 -1.1364 4.9423
C -0.0232 -6.7439 -0.7132
C 1.2549 -6.5012 0.1137
C 1.1499 -5.2561 0.9404
S -0.4738 -5.3812 1.6226
O -1.1283 -4.1783 2.1283
O -0.4217 -6.5382 2.5197
C -1.1127 -5.8504 0.0070
H -0.3108 -7.7762 -0.6405
H 0.0039 -6.4272 -1.7411
H 2.1027 -6.3473 -0.5497
H 1.5681 -7.3386 0.7193
H 1.2474 -4.3347 0.3945
H 1.8641 -5.1753 1.7450
H -1.3164 -5.0155 -0.6425
H -1.9918 -6.4840 0.1117
C 0.8025 2.3486 5.9757
C 1.7218 3.1987 5.0975
C 1.3997 2.7277 3.6736
S -0.4424 2.8591 3.6984
O -0.9463 1.9432 2.6935
O -0.8434 4.2678 3.8233
C -0.5962 2.2315 5.3573
H 0.8363 2.6567 7.0125
H 1.2635 1.4027 6.0768
H 2.8018 2.9598 5.2835
H 1.5471 4.2956 5.1337
H 1.6300 1.6633 3.6028
H 1.7880 3.2843 2.8419
H -0.9572 1.1518 5.3629
H -1.4076 2.8930 5.8328
C 5.0066 -1.1279 3.0479
C 5.4725 -1.4856 1.5797
C 5.7829 -0.1990 0.8203
S 5.4702 1.1918 1.9097
O 4.0440 1.6305 1.8528
O 6.6037 2.0836 1.7202
C 5.7147 0.2062 3.3894
H 5.2188 -1.8980 3.7726
H 3.9301 -0.9643 3.0862
H 4.6866 -2.0315 1.0473
H 6.3849 -2.0878 1.5667
H 5.2839 -0.1035 -0.1088
H 6.8542 -0.0532 0.6814
H 5.3579 0.6496 4.3113
H 6.7744 0.1082 3.5810
C -0.1733 -1.7356 -5.8093
C 0.4685 -0.7772 -4.8699
C 0.0818 -1.1433 -3.4305
S 0.2094 -2.9504 -3.3695
O -0.7637 -3.4447 -2.3868
O 1.5680 -3.3782 -3.0933
C -0.1835 -3.1299 -5.1116
H 0.2640 -1.7727 -6.7983
H -1.1941 -1.4386 -5.9653
H 0.2219 0.2431 -5.1721
H 1.6225 -0.8876 -4.9001
H -0.9576 -0.9135 -3.1494
H 0.7033 -0.6067 -2.7106
H -1.1293 -3.6478 -5.1519
H 0.6800 -3.6870 -5.4698
```

Löwdin atomic charge list, values in e, 99 entries: C -0.1011; C -0.2334; C -0.1854; C -0.2348; N 0.1347; H 0.0602; H 0.0532; H 0.0928; H 0.1107; H 0.0803; H 0.1007; H 0.1338; C -0.0805; C -0.2371; C -0.1681; C -0.2261; N 0.1189; H 0.0747; H 0.0526; H 0.0861; H 0.0414; H 0.1163; H 0.1223; H 0.0939; C -0.0986; C -0.2536; C -0.1841; C -0.2161; N 0.1564; H 0.0600; H 0.0762; H 0.0457; H 0.0826; H 0.0991; H 0.0994; H 0.1204; C -0.1062; C -0.3116; C -0.2287; C -0.1666; N 0.1759; H 0.0894; H 0.0582; H 0.0896; H 0.1113; H 0.1184; H 0.1134; H 0.1227; C -0.1202; C -0.2464; C -0.1837; C -0.1949; N 0.1646; H 0.0697; H 0.0980; H 0.0537; H 0.1074; H 0.0973; H 0.0864; H 0.1301; C -0.1053; C -0.3001; O 0.1205; C -0.5186; O 0.1502; O 0.0862; F 0.0277; H 0.1167; H 0.1199; H 0.1164; C -0.0239; C -0.3236; O 0.1056; C -0.5164; O 0.1489; O 0.1028; F 0.0178; H 0.1504; H 0.1431; H 0.1489; C -0.0341; C -0.3284; O 0.1615; C -0.5469; O 0.1158; O 0.0625; F 0.1044; H 0.0980; H 0.1561; H 0.1708; C -0.1849; C -0.2178; C -0.2581; S 0.7123; O -0.3220; O -0.3400; C -0.2004; H 0.1177; H 0.0925

***

no.,Kohn-Sham gap (eV)
1,9.13
2,10.31